Record 1
This record from the Open Molecules 2025 dataset describes a structure of composition C4H5CuLiO2. The level of theory is the ωB97M-V functional and the def2-TZVPD basis.

```
! wB97M-V def2-TZVPD RIJCOSX def2/J DEFGRID3
* xyz 2 2
H 1.45641 -0.67633 0.74051
C 0.78550 0.37782 -0.01221
C -0.52433 1.08481 0.20440
C -1.54003 -0.04985 0.03695
C -0.81489 -1.19185 -0.60281
O 0.35218 -0.71844 -0.94867
O 1.89908 0.88549 -0.39258
Cu 3.43132 0.16866 -0.11550
Li 0.48330 -3.05980 0.02186
H -0.60734 1.87066 -0.55797
H -0.54749 1.55459 1.19525
H -2.43127 0.14608 -0.57578
H -1.94245 -0.39185 1.00655
*
```

relative energy (zero: lowest compared OMol25 entry of this formula, charge and spin)	195.15	kJ/mol
expectation value of S²	0.759
Kohn-Sham gap (spin up / spin down)	0.2800 / 0.2074	Ha

Record 2
This record from the Open Molecules 2025 dataset describes a structure of composition C4H5EuO2. The level of theory is the ωB97M-V functional and the def2-TZVPD basis.

```
! wB97M-V def2-TZVPD RIJCOSX def2/J DEFGRID3
* xyz 1 8
H 1.08942 3.88715 -2.72751
O -1.05511 1.72677 -0.21403
C -1.24430 -0.62396 0.09604
C -1.77612 -1.58240 0.98869
C -1.57304 0.69600 0.39612
C -0.15396 -0.95807 -0.83233
O 0.49281 -0.14620 -1.49544
Eu 0.73948 2.09554 -2.05346
H -1.40606 2.57649 0.10326
H -1.22735 -2.53839 0.78490
H -2.26298 0.90305 1.21819
H -0.05651 -2.03065 -1.07442
*
```

relative energy (zero: lowest compared OMol25 entry of this formula, charge and spin)	376.44	kJ/mol
expectation value of S²	15.760
Kohn-Sham gap (spin up / spin down)	0.2221 / 0.2273	Ha

Record 3
This record from the Open Molecules 2025 dataset describes a cluster of 2 separate species, C4H5F2N2 in total. The level of theory is the ωB97M-V functional and the def2-TZVPD basis.

```
! wB97M-V def2-TZVPD RIJCOSX def2/J DEFGRID3
* xyz 1 3
C -0.48201 -0.20071 -1.31586
C 0.39729 -0.95352 -0.50334
C -0.93414 0.19704 0.76456
C 0.77480 -1.14440 1.91789
N -1.29290 0.44184 -0.44131
N 0.08507 -0.65061 0.79108
F 1.01979 -2.43592 1.90410
F 0.36641 -0.61388 3.05786
H -0.89310 -0.22346 -2.28097
H 1.08376 -1.69480 -0.76787
H -1.33486 0.36102 1.67883
H 3.11459 0.03215 1.41853
H -2.11270 0.96373 -0.78834
*
```

expectation value of S²	2.004
Kohn-Sham gap (spin up / spin down)	0.3534 / 0.3611	Ha

Record 4
This record from the Open Molecules 2025 dataset describes the ion C4H5F3N3 with charge +1. The level of theory is the ωB97M-V functional and the def2-TZVPD basis.

```
! wB97M-V def2-TZVPD RIJCOSX def2/J DEFGRID3
* xyz 1 1
F 0.21061 -2.15857 1.71974
C 0.87346 -1.02576 2.17871
F 2.15685 -1.24865 2.02650
F 0.44441 -0.94214 3.39399
N 0.51560 0.08032 1.38684
C 0.13656 0.11765 0.19461
C -0.11071 1.54871 -0.41122
N -0.59396 1.16347 -1.75661
C -0.76122 -0.13042 -1.84196
N -0.29832 -0.81618 -0.80759
H 0.86038 2.11338 -0.59449
H -0.96871 1.96929 -0.00048
H -1.11006 1.79439 -2.34438
H -1.15173 -0.69874 -2.65127
H -0.20317 -1.76674 -0.49242
*
```

Kohn-Sham gap	0.3870	Ha
SMILES string	FC(F)(F)/N=C1/C[NH+]=CN1

Record 5
This record from the Open Molecules 2025 dataset describes a structure of composition C4H5F3NiO5S. The level of theory is the ωB97M-V functional and the def2-TZVPD basis.

```
! wB97M-V def2-TZVPD RIJCOSX def2/J DEFGRID3
* xyz 2 3
C -0.85328 0.55083 2.26354
C -1.48565 -0.56833 1.29975
O -2.50573 -1.17883 1.72072
O -1.03515 -0.91788 -0.02423
C 0.39458 -0.99746 -0.12867
O 0.71944 -2.27873 -0.74446
S 1.09711 0.29717 -1.30500
O 1.69259 1.40124 -0.45730
O 2.26185 -0.40082 -2.07878
C -0.15663 0.88322 -2.56213
F 0.45179 1.97646 -3.24875
F -1.38634 1.28537 -1.98161
F -0.31048 -0.14431 -3.54281
H -1.63844 1.00971 2.96875
H 0.05864 0.07413 2.84931
H -0.40603 1.39124 1.57626
H 0.96336 -0.95495 0.86400
H 1.04664 -2.82055 0.02876
Ni 1.09174 1.39250 2.50264
*
```

expectation value of S²	2.011
Kohn-Sham gap (spin up / spin down)	0.3459 / 0.1881	Ha

Record 6
This record from the Open Molecules 2025 dataset describes a cluster of 2 separate species, C4H5F3O in total. The level of theory is the ωB97M-V functional and the def2-TZVPD basis.

```
! wB97M-V def2-TZVPD RIJCOSX def2/J DEFGRID3
* xyz 0 1
C -1.34934 -0.80356 -0.11650
C -1.23891 0.59642 -0.03055
F -2.12305 1.22081 0.76592
C -0.26037 1.34335 -0.46984
F -0.16351 2.65351 -0.33705
F 0.83594 0.95773 -1.12980
H -1.21673 -1.28498 0.84845
H -2.13319 -1.23336 -0.68948
H -0.49806 -1.19392 -0.69371
C 2.02160 -0.55494 0.45112
O 1.26720 -0.20358 1.31753
H 3.14307 -0.28864 0.45744
H 1.71534 -1.20885 -0.37351
*
```

relative energy (zero: lowest compared OMol25 entry of this formula, charge and spin)	135.21	kJ/mol
Kohn-Sham gap	0.3749	Ha
SMILES string	CC(F)=C(F)F.C=O

Record 7
This record from the Open Molecules 2025 dataset describes the molecule C4H5F3O. The level of theory is the ωB97M-V functional and the def2-TZVPD basis.

```
! wB97M-V def2-TZVPD RIJCOSX def2/J DEFGRID3
* xyz 0 1
C -0.12431 0.78507 -0.83666
C 0.05326 -0.76441 -0.84446
C -1.22058 1.16817 0.24922
C 0.69714 -1.40311 0.35892
O 1.56846 -0.64413 0.98489
F -2.45234 1.03592 -0.26920
F 1.19071 -2.61976 -0.05305
F -0.22057 -1.79243 1.26519
H 0.80800 1.43562 -0.60777
H -0.25052 0.94323 -1.94199
H -0.93670 -1.35134 -1.00861
H -1.23691 0.50074 1.15269
H 1.89445 -1.09143 1.77361
*
```

relative energy (zero: lowest compared OMol25 entry of this formula, charge and spin)	300.01	kJ/mol
Kohn-Sham gap (spin up / spin down)	0.3130 / 0.3483	Ha

Record 8
This record from the Open Molecules 2025 dataset describes a cluster of 2 separate species, C4H5F4N in total. The level of theory is the ωB97M-V functional and the def2-TZVPD basis.

```
! wB97M-V def2-TZVPD RIJCOSX def2/J DEFGRID3
* xyz 0 1
C 0.47443 1.10955 2.30305
C 0.43991 0.97654 1.04843
C -1.56249 0.24343 -0.96891
C -1.75642 -0.88333 1.13529
N -0.97600 -0.45417 0.12326
F 0.90668 1.64196 0.01373
F -0.93102 -1.57859 1.99004
F -2.28627 0.04082 2.00456
F -2.76491 -1.80532 0.85476
H 1.17737 1.69028 2.93400
H 0.13567 0.37083 2.97107
H -2.39216 0.91985 -0.89574
H -0.72712 0.78950 -1.52061
H -1.94648 -0.58120 -1.51529
*
```

relative energy (zero: lowest compared OMol25 entry of this formula, charge and spin)	255.75	kJ/mol
Kohn-Sham gap (spin up / spin down)	0.3346 / 0.3346	Ha

Record 9
This record from the Open Molecules 2025 dataset describes the molecule C4H5FO. The level of theory is the ωB97M-V functional and the def2-TZVPD basis.

```
! wB97M-V def2-TZVPD RIJCOSX def2/J DEFGRID3
* xyz 0 1
C -0.37984 -1.45312 -0.13590
C 0.13511 -0.21195 0.03697
C 1.56194 0.00871 -0.12913
O 2.04120 1.10365 -0.11276
C -0.80110 1.09184 0.15892
F -2.12458 0.83174 -0.18011
H -1.37125 -1.67955 -0.00225
H 0.37631 -2.15236 -0.27164
H 2.10064 -0.96014 0.00720
H -0.96622 1.44498 1.20103
H -0.57219 1.97618 -0.57232
*
```

relative energy (zero: lowest compared OMol25 entry of this formula, charge and spin)	89.62	kJ/mol
Kohn-Sham gap	0.3760	Ha
SMILES string	C=C(C=O)CF

Record 10
This record from the Open Molecules 2025 dataset describes the molecule C4H5FO. The level of theory is the ωB97M-V functional and the def2-TZVPD basis.

```
! wB97M-V def2-TZVPD RIJCOSX def2/J DEFGRID3
* xyz 0 1
O -1.05106 -0.48596 -2.61375
C -0.21710 -0.17670 -1.79483
C -0.42894 -0.40906 -0.33695
C 0.84488 -0.23925 0.43910
C 0.92112 0.31488 1.64122
F -0.07693 0.86251 2.35043
H 0.75173 0.36740 -2.03321
H -0.97063 -1.37707 -0.14018
H -1.12853 0.35562 -0.05142
H 1.84701 -0.59464 0.05235
H 1.88141 0.43456 2.23729
*
```

relative energy (zero: lowest compared OMol25 entry of this formula, charge and spin)	45.36	kJ/mol
Kohn-Sham gap	0.4022	Ha
SMILES string	O=CC/C=C\F

Record 11
This record from the Open Molecules 2025 dataset describes the molecule C4H5FO2. The level of theory is the ωB97M-V functional and the def2-TZVPD basis.

```
! wB97M-V def2-TZVPD RIJCOSX def2/J DEFGRID3
* xyz 0 1
O -2.47501 1.13346 -0.32691
C -2.36585 0.09295 0.18883
C -1.12927 -0.95534 0.15768
O -0.03040 -0.20081 0.03633
C 1.19257 -0.73237 -0.30047
C 2.35113 -0.21524 -0.09572
F 2.36659 1.07287 0.25559
H -3.14724 -0.59898 0.56907
H -1.42500 -1.49852 1.16428
H -1.43552 -1.76266 -0.52403
H 1.00165 -1.79270 -0.45040
H 3.45852 -0.60420 -0.43652
*
```

relative energy (zero: lowest compared OMol25 entry of this formula, charge and spin)	352.64	kJ/mol
Kohn-Sham gap	0.3734	Ha
SMILES string	O=CCO/C=C\F

Record 12
This record from the Open Molecules 2025 dataset describes the molecule C4H5FO3. The level of theory is the ωB97M-V functional and the def2-TZVPD basis.

```
! wB97M-V def2-TZVPD RIJCOSX def2/J DEFGRID3
* xyz 0 1
O 1.66297 1.47839 -0.05994
C 0.65838 1.04230 0.45422
O 0.12154 1.54348 1.51283
C -0.04144 -0.15481 -0.20225
C -1.14299 -0.71989 0.28410
F -1.73083 -0.33024 1.44326
C 0.68384 -0.72279 -1.39990
O -0.04752 -1.77901 -1.91151
H -0.66819 1.05742 1.79953
H -1.60107 -1.58104 -0.16928
H 0.81498 0.10728 -2.18643
H 1.74005 -0.93710 -1.03197
H 0.44910 -2.28617 -2.54911
*
```

relative energy (zero: lowest compared OMol25 entry of this formula, charge and spin)	0.00	kJ/mol
Kohn-Sham gap	0.3977	Ha
SMILES string	O=C(O)/C(=C\F)CO

| no. | strongest force on any atom (eV Å⁻¹) |
| --- | --- |
| 1 | 2.555 |
| 2 | 1.864 |
| 3 | 3.364 |
| 4 | 3.908 |
| 5 | 6.699 |
| 6 | 3.511 |
| 7 | 3.315 |
| 8 | 5.235 |
| 9 | 4.151 |
| 10 | 2.380 |
| 11 | 5.233 |
| 12 | 3.176 |